Here is 5 unconnected molecules or ions with the total composition C21H54ClN5O6 in a non-equilibrium geometry from the OMol25 dataset. Energies are from ωB97M-V with the def2-TZVPD basis set.

Geometry (Å):
1 C -1.517 -1.956 3.493
2 O -2.660 -2.480 4.233
3 C -3.910 -1.980 3.644
4 C -5.068 -3.039 3.976
5 N -4.906 -4.191 3.018
6 C -6.564 -2.455 3.917
7 C -6.739 -1.118 3.067
8 O -7.362 -0.122 3.530
9 Cl -6.108 -0.900 1.337
10 H -1.239 -2.675 2.642
11 H -1.750 -0.928 3.038
12 H -0.624 -1.929 4.210
13 H -3.741 -1.983 2.506
14 H -4.095 -0.918 4.029
15 H -4.931 -3.490 5.029
16 H -4.852 -3.798 2.068
17 H -3.998 -4.658 3.219
18 H -6.952 -2.349 4.983
19 H -7.216 -3.261 3.403
20 C 1.564 3.786 1.032
21 O 1.827 2.407 0.833
22 C 2.334 1.730 1.980
23 C 1.254 1.307 2.997
24 C 0.726 2.460 3.846
25 N 0.121 0.645 2.336
26 H 2.279 4.248 1.717
27 H 0.543 3.926 1.391
28 H 1.641 4.287 0.064
29 H 2.810 0.821 1.598
30 H 3.127 2.317 2.458
31 H 1.716 0.588 3.684
32 H 0.026 3.098 3.301
33 H 0.189 2.075 4.718
34 H 1.545 3.086 4.211
35 H 0.464 -0.185 1.853
36 H -0.185 1.255 1.577
37 C 4.974 -2.506 -3.482
38 O 5.064 -1.104 -3.288
39 C 3.829 -0.474 -2.964
40 C 3.428 -0.583 -1.478
41 C 2.887 -1.956 -1.090
42 N 4.548 -0.245 -0.591
43 H 4.027 -2.801 -3.941
44 H 5.119 -3.027 -2.533
45 H 5.788 -2.808 -4.146
46 H 3.972 0.588 -3.195
47 H 3.028 -0.828 -3.624
48 H 2.623 0.140 -1.304
49 H 3.676 -2.703 -0.979
50 H 2.366 -1.902 -0.130
51 H 2.174 -2.322 -1.835
52 H 4.839 0.713 -0.784
53 H 5.349 -0.804 -0.886
54 C 9.590 -0.915 -6.394
55 O 8.702 -1.521 -5.470
56 C 9.253 -1.732 -4.174
57 C 9.239 -0.487 -3.263
58 C 10.317 0.537 -3.610
59 N 7.929 0.178 -3.279
60 H 10.625 -1.232 -6.241
61 H 9.510 0.172 -6.336
62 H 9.284 -1.211 -7.399
63 H 8.619 -2.496 -3.707
64 H 10.257 -2.167 -4.246
65 H 9.437 -0.828 -2.241
66 H 10.068 1.125 -4.496
67 H 10.448 1.244 -2.787
68 H 11.280 0.048 -3.784
69 H 7.225 -0.481 -2.948
70 H 7.678 0.328 -4.256
71 C -9.693 4.305 0.457
72 O -8.615 3.401 0.636
73 C -8.965 2.190 1.301
74 C -9.613 1.128 0.389
75 C -11.072 1.421 0.048
76 N -8.858 0.956 -0.860
77 H -10.400 4.276 1.291
78 H -10.204 4.099 -0.485
79 H -9.279 5.314 0.391
80 H -8.022 1.779 1.676
81 H -9.584 2.396 2.182
82 H -9.596 0.176 0.932
83 H -11.177 2.202 -0.709
84 H -11.556 0.527 -0.351
85 H -11.628 1.731 0.938
86 H -7.910 0.659 -0.629
87 H -8.728 1.884 -1.264

Results
lowest unoccupied orbital energy: 0.37 eV
energy: -54906.719 eV
Kohn-Sham gap: 9.356 eV
maximum force: 5.8 eV Å⁻¹
SMILES string: COC[C@H](N)CC(=O)Cl.COC[C@@H](C)N.COC[C@@H](C)N.COC[C@@H](C)N.COC[C@@H](C)N

Here is a molecular structure, C25H50ClF3P2PtSi2 in a non-equilibrium geometry from the OMol25 dataset. Energies are from ωB97M-V with the def2-TZVPD basis set.

Geometry (Å):
1 Pt -0.584 0.078 0.970
2 C 1.979 -0.144 -1.641
3 C 1.319 -1.336 -2.022
4 C 0.261 -0.968 -2.910
5 Si 1.834 -2.989 -1.343
6 C 0.262 0.447 -3.031
7 C 1.317 0.964 -2.221
8 Si 1.831 2.710 -1.838
9 H 2.850 -0.087 -0.987
10 H -0.420 -1.666 -3.392
11 H -0.421 1.052 -3.628
12 Cl -2.368 0.216 2.478
13 C 3.694 2.776 -1.732
14 C 1.222 3.804 -3.220
15 C 3.697 -3.031 -1.222
16 C 1.229 -4.307 -2.516
17 H 1.718 3.478 -4.145
18 H 1.506 4.848 -3.032
19 H 0.137 3.753 -3.376
20 H 4.051 2.377 -0.773
21 H 4.037 3.814 -1.830
22 H 4.139 2.184 -2.543
23 H 1.700 -4.127 -3.493
24 H 0.141 -4.309 -2.654
25 H 1.546 -5.299 -2.164
26 H 4.143 -2.586 -2.122
27 H 4.042 -4.070 -1.139
28 H 4.050 -2.473 -0.345
29 C 1.148 3.171 -0.126
30 C 1.149 -3.149 0.422
31 P -0.496 2.558 0.468
32 H 1.171 4.270 -0.072
33 H 1.875 2.817 0.611
34 P -0.495 -2.440 0.902
35 H 1.878 -2.677 1.087
36 H 1.168 -4.223 0.662
37 C -0.869 -3.282 2.554
38 C -1.554 -3.441 -0.320
39 C -1.554 3.332 -0.911
40 C -0.875 3.683 1.941
41 C -0.662 3.017 3.299
42 H -1.954 3.873 1.816
43 C -0.094 5.003 1.974
44 H 0.980 4.814 2.119
45 H -0.433 5.591 2.838
46 H -0.220 5.626 1.084
47 H -1.280 2.118 3.416
48 H -0.944 3.738 4.079
49 H 0.388 2.746 3.451
50 H -1.200 2.773 -1.793
51 C -1.305 4.830 -1.133
52 C -3.070 3.129 -0.763
53 H -0.263 5.095 -1.332
54 H -1.673 5.417 -0.277
55 H -1.886 5.152 -2.011
56 H -3.397 2.252 -1.326
57 H -3.593 3.991 -1.194
58 H -3.378 3.029 0.285
59 H -1.201 -3.044 -1.286
60 C -3.069 -3.214 -0.208
61 C -1.307 -4.955 -0.279
62 H -0.265 -5.252 -0.432
63 H -1.890 -5.424 -1.087
64 H -1.672 -5.384 0.666
65 H -3.396 -2.449 -0.915
66 H -3.377 -2.932 0.807
67 H -3.595 -4.137 -0.481
68 C -0.646 -2.390 3.772
69 C -0.093 -4.580 2.814
70 H -1.949 -3.487 2.469
71 H 0.982 -4.373 2.921
72 H -0.225 -5.349 2.046
73 H -0.432 -5.007 3.769
74 H 0.406 -2.101 3.871
75 H -0.926 -2.962 4.668
76 H -1.261 -1.484 3.731
77 C -2.165 -0.040 -0.439
78 H -1.777 -0.134 -1.456
79 H -2.768 -0.904 -0.167
80 H -2.759 0.865 -0.327
81 F 1.942 -0.930 2.110
82 C 1.121 0.183 2.178
83 F 0.863 0.342 3.519
84 F 1.981 1.219 1.857

Results
lowest unoccupied orbital energy (alpha / beta): 0.18 / -4.17 eV
multiplicity: 5
energy: -84987.300 eV
Kohn-Sham gap (alpha / beta): 4.019 / 2.979 eV
maximum force: 1.5 eV Å⁻¹

Here is 2 unconnected molecules or ions with the total composition C3H5O4P in a non-equilibrium geometry from the OMol25 dataset. Energies are from ωB97M-V with the def2-TZVPD basis set.

Geometry (Å):
1 C -1.474 -1.299 -0.533
2 C -1.122 -0.123 -0.080
3 C 0.044 0.491 0.576
4 O 1.665 -1.588 0.703
5 O 1.559 -0.309 -1.509
6 O 2.738 0.763 0.651
7 O -0.434 2.414 0.345
8 P 1.756 -0.253 -0.006
9 H -2.402 -1.410 -1.148
10 H -1.060 -2.173 -0.056
11 H -1.699 0.605 -0.528
12 H 0.037 0.372 1.736
13 H 0.394 2.510 -0.151

Results
total charge: -2
lowest unoccupied orbital energy: 6.86 eV
energy: -20669.145 eV
Kohn-Sham gap: 6.672 eV
maximum force: 3.4 eV Å⁻¹
energy above the lowest of the compared OMol25 structures with the same formula, charge and spin: 211.2 kJ/mol

Here is a molecular structure, C4H5NOS in a non-equilibrium geometry from the OMol25 dataset. Energies are from ωB97M-V with the def2-TZVPD basis set.

Geometry (Å):
1 C 1.120 -1.045 -0.081
2 C 0.498 -0.329 -1.279
3 C -0.738 0.408 0.581
4 C 0.052 -0.847 0.970
5 N -0.906 -0.068 -0.792
6 O 2.220 -1.473 0.128
7 S -1.319 -1.699 -0.067
8 H 0.788 0.757 -1.495
9 H 0.615 -0.935 -2.165
10 H -1.798 0.521 1.115
11 H -0.135 1.296 0.527
12 H 0.121 -1.239 2.052

Results
lowest unoccupied orbital energy: 0.12 eV
energy: -18599.074 eV
Kohn-Sham gap: 9.169 eV
maximum force: 3.5 eV Å⁻¹
energy above the lowest of the compared OMol25 structures with the same formula, charge and spin: 274.5 kJ/mol

Here is a molecular structure, C21H37BClLuN4O4 in a non-equilibrium geometry from the OMol25 dataset. Energies are from ωB97M-V with the def2-TZVPD basis set.

Geometry (Å):
1 O -0.582 3.892 -0.055
2 C 0.580 3.735 -0.469
3 C 1.007 3.376 -1.853
4 C 0.277 2.407 -2.549
5 H -0.230 1.620 -1.978
6 C 0.249 2.450 -3.954
7 H -0.382 1.724 -4.483
8 C 1.035 3.395 -4.628
9 H 0.925 3.500 -5.717
10 C 2.028 4.099 -3.927
11 H 2.742 4.705 -4.490
12 C 2.063 4.035 -2.523
13 H 2.865 4.506 -1.939
14 H 1.405 3.642 0.288
15 C 3.176 0.350 1.321
16 C 2.581 -0.455 0.231
17 H 4.098 0.827 0.961
18 H 3.446 -0.293 2.165
19 H 2.551 1.171 1.726
20 C 2.985 -0.446 -1.027
21 C 4.351 -0.848 -1.515
22 H 2.344 -0.045 -1.830
23 H 4.705 -0.079 -2.209
24 H 4.279 -1.789 -2.058
25 H 5.053 -0.992 -0.680
26 Lu 0.461 -0.990 0.621
27 Cl 1.908 -3.050 0.882
28 C -0.925 -3.734 0.523
29 O -0.960 -2.619 1.137
30 N -1.299 -4.888 1.050
31 C -1.752 -5.065 2.427
32 C -1.013 -6.100 0.310
33 H -0.542 -3.795 -0.511
34 H -1.948 -4.104 2.905
35 H -0.987 -5.629 2.978
36 H -2.663 -5.678 2.396
37 H -0.670 -5.790 -0.676
38 H -1.913 -6.716 0.217
39 H -0.231 -6.684 0.812
40 H -4.097 3.051 -1.453
41 H -4.691 0.707 -1.541
42 C -3.053 2.704 -1.497
43 C -3.729 0.308 -1.218
44 N -2.910 1.443 -0.772
45 H -2.391 3.447 -1.024
46 C -1.964 1.313 0.159
47 O -1.510 0.195 0.522
48 H -3.893 -0.384 -0.387
49 H -1.606 2.265 0.598
50 H -2.757 2.581 -2.554
51 H -3.270 -0.230 -2.054
52 H 0.410 -0.243 6.106
53 H -0.811 2.238 5.846
54 C 1.103 0.178 5.367
55 C -0.054 2.381 5.061
56 N 0.395 1.112 4.495
57 H 1.518 -0.612 4.742
58 C 0.113 0.816 3.236
59 O 0.458 -0.276 2.681
60 H -0.493 2.984 4.257
61 H -0.441 1.584 2.673
62 H 1.895 0.719 5.897
63 H 0.782 2.937 5.507
64 B -2.053 -1.957 -3.417
65 C -0.949 -1.590 -2.395
66 N -0.108 -1.250 -1.649
67 H -2.981 -2.575 -2.903
68 H -2.422 -0.879 -3.872
69 H -1.509 -2.614 -4.288

Results
lowest unoccupied orbital energy: -0.30 eV
energy: -83346.973 eV
Kohn-Sham gap: 5.186 eV
maximum force: 4.2 eV Å⁻¹
energy above the lowest of the compared OMol25 structures with the same formula, charge and spin: 461.7 kJ/mol